No. 1
The following is a quantum chemistry calculation of a cluster of 3 separate species, C30H64NO7 in total, from the Open Molecules 2025 dataset.

Geometry as XYZ:
```
102
Properties=species:S:1:pos:R:3:forces:R:3:mulliken_charge:R:1
C -3.3555 -5.2566 -0.3089 0.064 -0.033 0.077 -1.196
C -2.1263 -5.5219 -1.1935 -0.045 0.089 -0.008 -0.402
C -2.3292 -5.1758 -2.6834 -0.104 0.237 0.083 -0.771
C -1.2279 -4.2795 -3.2566 -0.007 -0.092 -0.091 -1.084
C -1.3595 -2.8341 -2.7908 -0.039 -0.001 0.096 0.271
C -0.2096 -1.9368 -3.2402 0.014 0.053 -0.083 -0.928
C -0.4730 -0.4307 -3.0772 0.004 -0.135 0.043 -0.875
C -1.0374 0.0133 -1.7178 -0.001 0.280 0.157 0.256
C -2.0932 1.1357 -1.8168 -0.013 -0.186 0.030 -1.048
C -3.5378 0.5953 -1.7885 -0.124 0.089 0.012 -0.408
C -4.4696 1.1344 -2.8829 0.066 0.226 0.175 -0.611
C -5.7187 0.2670 -3.1201 -0.034 -0.202 0.001 -0.554
C -7.0633 0.8806 -2.6925 0.047 0.127 0.071 -0.752
C -7.5658 0.3632 -1.3393 0.051 0.070 -0.019 -0.941
C -7.9748 -1.1098 -1.3537 -0.054 -0.033 0.097 -0.300
C -9.1780 -1.4373 -2.2571 -0.024 -0.235 0.055 -0.498
N -8.8706 -2.5323 -3.1232 0.026 0.276 -0.126 -0.635
C -9.9173 -2.8053 -4.0263 0.444 0.010 0.130 -0.434
C -10.7286 -4.0636 -3.8294 -0.395 -0.029 0.182 -0.134
O -10.9749 -4.6410 -2.8005 0.112 -0.107 0.179 -0.502
H -4.2826 -5.3085 -0.8824 0.032 -0.027 0.029 0.357
H -3.4345 -5.9810 0.5062 0.044 0.066 -0.040 0.346
H -3.3037 -4.2654 0.1499 -0.091 -0.020 -0.126 0.219
H -1.2871 -4.9244 -0.8198 -0.008 -0.152 0.060 0.306
H -1.8297 -6.5697 -1.0963 0.037 0.063 -0.049 0.428
H -3.2816 -4.6433 -2.7960 0.054 -0.099 -0.048 0.387
H -2.4158 -6.0882 -3.2777 0.004 0.008 0.037 0.377
H -1.2701 -4.3063 -4.3523 0.070 0.010 0.080 0.460
H -0.2452 -4.6702 -2.9610 -0.027 -0.005 -0.079 0.333
H -1.4398 -2.8268 -1.6973 -0.009 0.020 -0.086 0.052
H -2.3065 -2.4288 -3.1687 0.023 -0.006 0.024 0.177
H -0.0268 -2.1305 -4.3050 0.060 0.022 0.080 0.305
H 0.7147 -2.2204 -2.7225 -0.091 -0.021 0.064 0.354
H -1.1570 -0.1121 -3.8720 -0.028 -0.061 0.081 0.303
H 0.4702 0.1016 -3.2441 -0.134 0.030 -0.155 0.333
H -0.2173 0.3454 -1.0707 0.030 -0.107 -0.078 0.367
H -1.5081 -0.8245 -1.2017 0.080 -0.029 0.009 -0.273
H -1.9458 1.8368 -0.9895 -0.040 0.057 -0.125 0.357
H -1.9417 1.6922 -2.7479 0.084 0.077 0.100 0.506
H -3.9857 0.8333 -0.8164 0.002 -0.210 -0.035 0.190
H -3.5221 -0.4974 -1.8577 0.048 0.043 -0.049 0.231
H -3.8923 1.2433 -3.8080 -0.035 -0.075 0.009 0.374
H -4.7792 2.1495 -2.5999 0.068 -0.036 -0.129 0.322
H -5.5925 -0.6738 -2.5740 -0.022 0.018 -0.147 0.097
H -5.7694 -0.0211 -4.1737 0.007 0.058 0.068 0.416
H -7.8208 0.6810 -3.4532 0.025 -0.044 0.053 0.380
H -6.9511 1.9721 -2.6331 -0.058 -0.064 -0.085 0.492
H -6.7710 0.5326 -0.5966 -0.063 -0.047 0.017 0.291
H -8.4240 0.9649 -1.0110 0.070 0.000 -0.072 0.355
H -7.1513 -1.7420 -1.6983 -0.050 0.036 0.001 0.150
H -8.1994 -1.4134 -0.3243 0.092 -0.024 -0.041 0.367
H -10.0525 -1.6159 -1.5859 -0.034 0.027 -0.004 0.179
H -9.4664 -0.5094 -2.8177 -0.028 0.033 -0.006 0.139
H -10.7102 -2.0172 -4.0678 -0.078 0.034 -0.122 0.292
H -9.5802 -2.8990 -5.0855 0.042 0.008 -0.029 0.217
H -11.1691 -4.4749 -4.7716 -0.038 0.023 -0.243 0.344
C -0.8123 -0.5259 2.2931 0.032 -0.065 -0.115 -0.494
O 0.1470 0.4912 2.4809 -0.054 0.072 0.133 -0.278
C -0.3306 1.7507 2.0474 0.002 -0.052 -0.042 -0.048
C 0.5476 2.8640 2.5662 0.037 0.028 -0.086 -0.621
O 0.3236 3.1880 3.9289 0.005 0.032 0.010 -0.425
C 0.9356 2.3473 4.8896 -0.040 -0.058 0.066 -0.432
C 2.3921 2.6626 5.1381 0.060 -0.005 0.006 -0.575
O 3.2048 2.1395 4.1052 -0.067 0.089 -0.065 -0.244
C 4.5060 2.6732 4.1260 0.032 -0.060 -0.018 -0.658
H -1.0797 -0.6270 1.2348 -0.032 0.002 0.025 -0.002
H -0.3735 -1.4612 2.6351 0.017 0.008 0.006 0.242
H -1.7227 -0.3260 2.8693 -0.005 0.017 -0.015 0.367
H -1.3587 1.9078 2.3977 -0.011 0.013 0.005 0.385
H -0.3362 1.7873 0.9482 -0.046 -0.011 0.005 0.049
H 0.2907 3.7696 2.0131 0.032 0.005 -0.011 0.391
H 1.5996 2.6315 2.3832 -0.017 -0.038 0.013 0.246
H 0.8157 1.2929 4.6304 0.035 0.007 -0.029 0.240
H 0.3967 2.5394 5.8199 -0.012 -0.040 0.006 0.380
H 2.6916 2.2238 6.1012 0.023 0.035 0.015 0.406
H 2.5175 3.7515 5.2020 -0.005 0.007 0.011 0.338
H 4.4925 3.7616 3.9933 0.003 0.008 0.030 0.318
H 5.0549 2.2254 3.2996 0.019 -0.014 0.013 0.063
H 5.0255 2.4395 5.0630 -0.001 0.014 0.007 0.346
C 7.6333 1.0300 0.1132 0.031 0.009 -0.080 -0.719
O 8.6057 1.8280 0.7487 -0.028 -0.038 0.167 -0.283
C 8.0613 3.0308 1.2569 -0.039 -0.030 -0.089 -0.182
C 8.9867 3.6569 2.2724 0.020 0.081 -0.042 -0.450
O 8.9325 3.0412 3.5482 -0.002 0.020 0.023 -0.418
C 9.6785 1.8478 3.7104 -0.027 -0.092 0.021 -0.431
C 11.1472 2.0773 3.9768 0.063 -0.004 -0.005 -0.581
O 11.8341 2.3940 2.7812 -0.089 0.107 0.019 -0.255
C 13.1194 2.9105 3.0265 0.036 -0.053 -0.033 -0.762
H 7.1796 1.5508 -0.7384 -0.004 0.005 0.011 0.317
H 8.1326 0.1335 -0.2481 -0.001 -0.001 -0.006 0.241
H 6.8382 0.7407 0.8099 -0.004 0.015 -0.002 0.269
H 7.0911 2.8364 1.7318 -0.010 0.007 0.005 -0.004
H 7.9019 3.7395 0.4316 -0.044 0.008 0.010 0.414
H 8.6472 4.6815 2.4377 0.035 0.017 -0.016 0.396
H 10.0087 3.6877 1.8871 -0.009 -0.049 -0.003 0.237
H 9.5484 1.1781 2.8572 0.033 0.027 -0.021 0.250
H 9.2569 1.3673 4.5956 -0.011 -0.035 -0.020 0.377
H 11.5741 1.1647 4.4175 0.026 0.020 0.031 0.420
H 11.2570 2.8938 4.7025 -0.005 -0.003 0.014 0.340
H 13.0721 3.8342 3.6153 -0.003 -0.006 0.015 0.316
H 13.5738 3.1279 2.0621 0.008 -0.005 -0.004 0.231
H 13.7484 2.1876 3.5602 -0.005 0.002 0.010 0.305
```
Forces are in eV/Å.

Calculated values
Multiplicity: 1
Net charge: -1
Molar mass, g mol⁻¹: 550.84



No. 2
The following is a quantum chemistry calculation of a structure of composition C6H26B2InO6 in a non-equilibrium geometry, from the Open Molecules 2025 dataset.

Geometry as XYZ:
```
41
Properties=species:S:1:pos:R:3:forces:R:3:nbo_charge:R:1
In 1.3419 1.4465 -0.2569 -0.092 -0.129 -0.076 0.994
B 2.3143 5.3972 3.6544 1.071 -2.143 -4.033 -0.484
H 2.5709 5.7213 2.6577 -0.225 0.738 -3.946 -0.009
H 2.7608 6.0351 4.4012 1.024 2.288 5.395 0.246
H 1.2756 5.3555 3.9438 -5.105 2.356 1.764 0.174
H 2.6633 4.3831 3.7731 3.185 -3.443 0.822 0.021
B 0.9484 -0.2188 4.9037 -1.439 0.125 -0.938 -0.436
H 0.4434 0.7332 4.9559 -4.108 2.957 1.014 0.088
H 0.5272 -0.9760 4.2606 -1.730 -1.727 -4.232 0.079
H 1.9430 -0.0583 4.5174 5.405 -1.619 -1.017 0.147
H 1.0529 -0.5390 5.9288 1.909 0.433 5.147 0.174
C -4.5100 -0.2889 1.9660 0.141 0.382 0.474 -0.079
C -4.7452 1.2160 1.6580 -0.852 -1.364 -0.471 -0.083
O -3.6259 2.0297 1.8464 1.121 0.198 0.421 -0.723
O -3.7187 -0.8630 0.9703 1.285 0.106 -1.404 -0.739
H -5.3961 -0.9230 1.9942 -0.681 0.838 0.401 0.179
H -3.9817 -0.3919 2.9139 -0.126 0.203 0.378 0.164
H -5.5441 1.6281 2.2744 -0.392 -0.441 -0.020 0.171
H -4.9902 1.2828 0.5980 -0.569 -0.192 -0.107 0.166
H -3.9773 2.9191 1.7622 0.344 0.197 0.075 0.470
H -3.8197 -1.8163 0.9205 -0.165 0.099 0.222 0.476
C -0.3214 0.3387 -6.2467 1.174 0.506 -0.846 -0.096
C -1.3035 1.4623 -6.1386 -0.763 0.291 -1.901 -0.080
O -1.6944 1.6200 -4.8309 -0.303 0.148 2.180 -0.721
O 0.8435 0.8959 -5.5816 0.002 -1.097 0.788 -0.741
H 0.0511 0.0714 -7.2356 -0.695 0.551 -0.565 0.182
H -0.7159 -0.6288 -5.9364 0.305 0.158 1.208 0.186
H -2.2351 1.3740 -6.6975 0.229 -0.550 -0.771 0.165
H -0.8015 2.3618 -6.4952 0.120 0.147 -0.173 0.159
H -2.5364 2.0810 -4.8372 0.056 -0.009 0.208 0.474
H 1.5252 1.0482 -6.2402 -0.083 -0.131 -0.009 0.474
C 2.6330 -4.6126 0.0040 1.403 -0.237 -0.928 -0.081
C 4.1521 -4.2905 0.2234 -0.891 -0.584 -0.775 -0.093
O 4.3129 -3.0014 0.7865 0.001 -0.062 0.472 -0.729
O 2.0540 -3.7683 -0.9915 -0.112 0.673 0.454 -0.736
H 2.1404 -4.5646 0.9752 -0.280 0.320 -0.097 0.170
H 2.5051 -5.6136 -0.4081 0.420 -0.389 0.563 0.172
H 4.7491 -4.3223 -0.6880 -0.481 0.085 -0.504 0.174
H 4.5961 -5.1079 0.7917 -0.154 0.135 0.672 0.174
H 4.8187 -3.1002 1.5965 0.000 0.154 0.047 0.475
H 1.6942 -4.3156 -1.6934 0.051 0.029 0.110 0.476
```
Forces are in eV/Å.

Calculated values
Multiplicity: 1
Net charge: +1
Molar mass, g mol⁻¹: 330.71
Relative energy (zero: lowest compared OMol25 entry of this formula, charge and spin), kcal/mol: 179.0



No. 3
The following is a quantum chemistry calculation of a cluster of 3 separate species, C5H13NO in total in a non-equilibrium geometry, from the Open Molecules 2025 dataset.

Geometry as XYZ:
```
20
Properties=species:S:1:pos:R:3:forces:R:3:nbo_charge:R:1
C 1.4417 -1.6030 0.5494 0.485 -0.095 -0.971 -0.415
N 1.4944 -2.5166 -0.5713 -0.032 -0.578 -0.330 -0.860
C -2.0515 0.5840 1.9336 0.739 0.169 -0.452 -0.144
C -1.0750 1.2338 -0.8044 -0.880 0.931 -0.640 -0.725
C -0.8962 2.1151 0.3397 1.522 -2.939 0.515 0.144
C -1.2836 1.6583 1.6149 -0.095 0.970 0.999 -0.334
H 0.6822 -1.9331 1.2632 -0.005 0.236 0.263 0.160
H 1.2116 -0.6449 0.0914 -0.355 0.219 0.271 0.198
H 2.4075 -1.4388 1.0401 -0.028 -0.153 0.340 0.164
H 1.7103 -2.0350 -1.4758 -0.362 0.122 0.627 0.429
H -2.3999 0.5064 2.9543 0.090 -0.451 -0.042 0.216
H -2.1788 -0.2095 1.2122 -0.695 -0.041 0.049 0.216
H -0.1433 0.6267 -0.9530 0.337 0.101 -0.357 0.365
H -1.2273 1.7791 -1.7351 0.340 -0.029 -0.151 0.265
H -1.9150 0.5546 -0.7019 0.061 -0.115 0.098 0.226
H -0.0763 2.8237 0.3660 -0.458 0.637 -0.468 0.223
H -0.8925 2.2060 2.4726 -0.426 0.378 -0.192 0.224
H 2.0707 -3.3327 -0.4281 0.089 0.067 0.180 0.336
H 1.9246 -0.5109 -3.1939 -0.213 0.221 0.052 0.425
O 1.4668 -0.5877 -2.3472 -0.114 0.351 0.210 -1.115
```
Forces are in eV/Å.

Calculated values
Multiplicity: 1
Molar mass, g mol⁻¹: 103.16
Relative energy (zero: lowest compared OMol25 entry of this formula, charge and spin), kcal/mol: 166.0



No. 4
The following is a quantum chemistry calculation of a cluster of 2 separate species, CH3ClN2S in total in a non-equilibrium geometry, from the Open Molecules 2025 dataset.

Geometry as XYZ:
```
8
Properties=species:S:1:pos:R:3:forces:R:3:nbo_charge:R:1
C -0.5490 1.0824 -0.6168 0.871 -0.704 1.272 0.218
N -1.4841 0.3078 -0.4473 -0.045 -0.462 -0.772 -0.685
N 0.9891 -1.2255 0.8351 0.949 -1.138 0.177 -0.950
S 1.5341 0.2948 0.8273 -1.945 2.567 -0.752 0.261
Cl -0.5171 2.4780 -1.6068 0.400 0.426 -0.306 -0.004
H -2.2543 0.3705 -1.1450 0.391 0.134 0.790 0.370
H 1.8302 -1.7153 0.5218 -1.210 -1.107 0.176 0.395
H 0.4511 -1.5928 1.6316 0.589 0.284 -0.585 0.395
```
Forces are in eV/Å.

Calculated values
Multiplicity: 1
Molar mass, g mol⁻¹: 110.57
Relative energy (zero: lowest compared OMol25 entry of this formula, charge and spin), kcal/mol: 66.2



Number 1: calculated total energy -47966.0776 eV. Number 2: calculated total energy -25430.1068 eV. Number 3: calculated total energy -8926.8119 eV. Number 4: calculated total energy -27420.2800 eV.